[1]
DFT (ωB97M-V/def2-TZVPD) results for an isolated molecule of C5H10O2.

Geometry as XYZ:
```
17
C5H10O2, DFT ωB97M-V/def2-TZVPD
C 2.47841 0.26204 -0.43981
C 1.29224 -0.48383 -0.04583
C 0.49978 -0.14438 1.09325
O -0.78538 -0.51456 1.18410
C -1.32926 -0.44728 -0.27770
C -2.60901 0.32993 -0.16862
O -0.39856 0.12186 -1.05145
H 2.52480 0.44070 -1.52373
H 3.40372 -0.28073 -0.19656
H 2.57120 1.25347 0.03496
H 1.18544 -1.48343 -0.44329
H 0.46233 0.96900 0.73201
H 1.00170 -0.06667 2.06513
H -1.51555 -1.51095 -0.51174
H -2.38751 1.35842 0.12831
H -3.11600 0.33278 -1.14143
H -3.27835 -0.13635 0.56239
```

Multiplicity: 1
HOMO level, eV: -8.94
Kohn-Sham gap, eV: 9.22
Largest force on an atom, eV Å⁻¹: 4.81
Net charge: 0

=====

[2]
DFT (ωB97M-V/def2-TZVPD) results for an isolated molecule of C5H10O2.

Geometry as XYZ:
```
17
C5H10O2, DFT ωB97M-V/def2-TZVPD
C 0.49736 1.58167 -1.29644
O -0.41629 1.27930 -0.25822
C -0.91985 -0.97100 -0.88468
C 0.17438 -1.26184 -0.18429
C 0.13361 0.85637 0.99071
C 0.26255 -0.70537 1.19991
O -0.78568 -1.13073 2.06391
H 1.35463 0.89530 -1.33682
H 0.85627 2.60814 -1.16959
H -0.00867 1.52143 -2.27260
H -1.80557 -0.58408 -0.38792
H -0.95186 -1.00492 -1.96858
H 1.10037 -1.56727 -0.66130
H 1.11431 1.32126 1.13876
H -0.57921 1.21955 1.73284
H 1.22860 -0.95040 1.67547
H -0.97722 -2.05144 1.83779
```

Multiplicity: 1
HOMO level, eV: -9.23
Kohn-Sham gap, eV: 10.23
Largest force on an atom, eV Å⁻¹: 0.66
Net charge: 0

=====

[3]
DFT (ωB97M-V/def2-TZVPD) results for an isolated molecule of C5H10O2.

Geometry as XYZ:
```
17
C5H10O2, DFT ωB97M-V/def2-TZVPD
C 2.07653 -0.10075 -0.46597
C 0.83217 0.22514 0.33171
O 0.14188 1.31872 -0.29701
C -1.25711 1.07961 -0.27069
C -1.45541 -0.02013 0.76908
C -0.23185 -0.87770 0.43740
O -0.41665 -1.58171 -0.77616
H 2.65229 0.81463 -0.63394
H 1.80457 -0.53448 -1.43090
H 2.70968 -0.81266 0.07440
H 1.11547 0.52536 1.35468
H -1.61083 0.71816 -1.26061
H -1.78186 2.01818 -0.08030
H -1.36384 0.37706 1.78675
H -2.40480 -0.55263 0.67392
H 0.01030 -1.62795 1.19525
H -0.82053 -0.96884 -1.40762
```

Multiplicity: 1
HOMO level, eV: -9.69
Kohn-Sham gap, eV: 10.63
Largest force on an atom, eV Å⁻¹: 0.37
Net charge: 0

=====

[4]
DFT (ωB97M-V/def2-TZVPD) results for an isolated molecule of C5H10O2.

Geometry as XYZ:
```
17
C5H10O2, DFT ωB97M-V/def2-TZVPD
C 1.69696 0.28115 -0.66332
C 0.79701 -0.68220 0.05252
O 1.09534 -1.83003 0.33705
C -0.58970 -0.18859 0.46003
C -0.69631 1.26592 0.93899
C -1.10126 -0.55318 -0.96534
O -1.03598 -1.03350 1.48035
H 1.24549 0.80857 -1.51244
H 2.60209 -0.23110 -0.98082
H 1.92946 1.02890 0.09943
H 0.07747 1.44970 1.69490
H -1.65772 1.45671 1.43158
H -0.57657 2.00055 0.13592
H -1.83267 -1.35763 -0.92884
H -0.22291 -0.99778 -1.49838
H -1.38934 0.30755 -1.56601
H -0.34135 -1.72505 1.48435
```

Multiplicity: 1
HOMO level, eV: -9.67
Kohn-Sham gap, eV: 10.49
Largest force on an atom, eV Å⁻¹: 1.26
Net charge: 0

=====

[5]
DFT (ωB97M-V/def2-TZVPD) results for an isolated molecule of C5H10O2.

Geometry as XYZ:
```
17
C5H10O2, DFT ωB97M-V/def2-TZVPD
C 1.02018 -0.17667 2.22410
C 0.48331 -0.79052 0.93187
C -0.00669 0.25950 -0.05804
O 1.11417 1.06528 -0.39633
C -0.58152 -0.43162 -1.29222
C -1.26059 0.40695 -2.25617
O -2.06651 1.21086 -1.77949
H 1.39407 -0.95553 2.89977
H 1.83917 0.51829 2.01016
H 0.23472 0.37776 2.75528
H 1.27286 -1.37551 0.43837
H -0.34204 -1.48233 1.14774
H -0.78686 0.87257 0.42706
H 0.79038 1.75718 -0.99359
H -1.83054 -0.66814 -0.92491
H 0.16321 -1.04989 -1.80917
H -1.43733 0.46183 -3.32441
```

Multiplicity: 1
HOMO level, eV: -9.83
Kohn-Sham gap, eV: 10.30
Largest force on an atom, eV Å⁻¹: 4.65
Net charge: 0

=====

[6]
DFT (ωB97M-V/def2-TZVPD) results for a structure of composition C5H10O2.

Geometry as XYZ:
```
17
C5H10O2, DFT ωB97M-V/def2-TZVPD
O 2.20424 0.69663 0.64682
C 1.95888 -0.42738 -0.18700
C 0.50859 -0.82516 0.03227
C -0.51782 0.29807 -0.15074
C -1.90861 0.24636 -0.84193
O -2.51134 0.80231 0.34221
C -1.36214 0.41497 1.10248
H 3.13409 0.94446 0.57932
H 2.56959 -1.28656 0.12627
H 2.18323 -0.20098 -1.23983
H 0.46846 -1.08194 1.08861
H 0.24098 -1.75307 -0.48538
H -0.05270 1.25830 -0.39077
H -2.28838 -0.76537 -1.06068
H -2.10185 0.88428 -1.71426
H -1.06856 1.14099 1.86073
H -1.49446 -0.59502 1.53848
```

Multiplicity: 1
HOMO level, eV: -9.49
Kohn-Sham gap, eV: 10.32
Largest force on an atom, eV Å⁻¹: 0.52
Net charge: 0

=====

[7]
DFT (ωB97M-V/def2-TZVPD) results for an isolated molecule of C5H10O2.

Geometry as XYZ:
```
17
C5H10O2, DFT ωB97M-V/def2-TZVPD
C -2.05890 -0.49014 0.43235
C -1.01159 0.22705 -0.41808
O -0.79655 1.54904 0.05074
C 0.29100 -0.56801 -0.40485
C 1.56103 0.14770 -0.89110
C 1.96010 0.12747 0.58821
O 0.81323 -0.66841 0.93541
H -2.85996 0.19714 0.72686
H -2.51457 -1.32662 -0.10478
H -1.58178 -0.88034 1.33915
H -1.34917 0.32231 -1.45976
H -0.99999 1.53720 0.99303
H 0.11119 -1.56291 -0.83774
H 2.19512 -0.46712 -1.53420
H 1.41198 1.13408 -1.33353
H 1.93095 1.10576 1.08263
H 2.89792 -0.38421 0.83567
```

Multiplicity: 1
HOMO level, eV: -9.49
Kohn-Sham gap, eV: 10.52
Largest force on an atom, eV Å⁻¹: 0.35
Net charge: 0

=====

[8]
DFT (ωB97M-V/def2-TZVPD) results for an isolated molecule of C5H10O2.

Geometry as XYZ:
```
17
C5H10O2, DFT ωB97M-V/def2-TZVPD
C -0.06130 2.01112 -0.32770
O -0.62798 1.10536 0.59618
C -1.01182 -0.72458 -1.25118
C 0.25289 -0.95279 -0.90131
C 0.30373 0.27134 1.26391
C 0.59784 -1.09353 0.55636
O -0.18993 -2.07741 1.21760
H 0.73729 1.56092 -0.93379
H 0.33298 2.89007 0.19838
H -0.84685 2.33614 -1.01999
H -1.80353 -0.77713 -0.50883
H -1.28309 -0.39317 -2.24765
H 1.07383 -0.82294 -1.60593
H 1.24499 0.81523 1.42748
H -0.15518 0.02978 2.22651
H 1.66804 -1.33566 0.67977
H -0.23193 -2.84275 0.63020
```

Multiplicity: 1
HOMO level, eV: -9.57
Kohn-Sham gap, eV: 10.56
Largest force on an atom, eV Å⁻¹: 0.39
Net charge: 0

=====

[9]
DFT (ωB97M-V/def2-TZVPD) results for an isolated molecule of C5H10O2.

Geometry as XYZ:
```
17
C5H10O2, DFT ωB97M-V/def2-TZVPD
C -1.06204 0.89368 1.78992
O 0.21894 0.39119 1.49551
C 0.17664 -0.84567 0.81119
C -0.23509 -0.73754 -0.65337
C -0.10270 0.59939 -1.35410
C 0.86733 -0.48841 -1.65547
O 2.19109 -0.42489 -1.21699
H -1.68272 0.98629 0.88746
H -0.92707 1.88411 2.23355
H -1.58772 0.24886 2.51075
H 1.19617 -1.24220 0.87536
H -0.49793 -1.54192 1.33285
H -1.05937 -1.37467 -0.96610
H -0.83780 0.87570 -2.10426
H 0.24744 1.42354 -0.73513
H 0.81297 -0.98609 -2.61991
H 2.28187 0.33863 -0.63125
```

Multiplicity: 1
HOMO level, eV: -9.48
Kohn-Sham gap, eV: 10.46
Largest force on an atom, eV Å⁻¹: 0.32
Net charge: 0

=====

[10]
DFT (ωB97M-V/def2-TZVPD) results for an isolated molecule of C5H10O2.

Geometry as XYZ:
```
17
C5H10O2, DFT ωB97M-V/def2-TZVPD
C -2.39099 -0.50769 -0.17806
C -0.98848 -0.05116 -0.55419
O -1.11692 1.11332 -1.33501
C -0.08942 0.28870 0.62904
C 2.48833 -0.67667 0.34202
C 2.27312 0.62097 0.23186
O 1.01455 1.11734 0.11170
H -2.40846 -1.49132 0.30578
H -2.88060 0.22406 0.47240
H -2.97573 -0.57021 -1.10090
H -0.50819 -0.86519 -1.13432
H -0.23759 1.52396 -1.30138
H -0.54911 0.96190 1.34770
H 0.19031 -0.62598 1.17161
H 1.68217 -1.35713 0.09753
H 3.43045 -1.08031 0.66540
H 3.06655 1.37540 0.22882
```

Multiplicity: 1
HOMO level, eV: -9.16
Kohn-Sham gap, eV: 10.18
Largest force on an atom, eV Å⁻¹: 0.70
Net charge: 0

=====

[11]
DFT (ωB97M-V/def2-TZVPD) results for a cluster of 2 separate species, C5H10O2 in total.

Geometry as XYZ:
```
17
C5H10O2, DFT ωB97M-V/def2-TZVPD
C 1.51081 0.66840 -0.01769
C 0.88292 -0.40171 0.43590
C 2.94430 0.73530 -0.41549
C -2.23364 -1.51914 0.00081
C -1.79192 -0.08246 0.00295
O -1.59078 0.52633 -1.15497
O -2.17559 0.78153 0.99377
H 1.06979 1.73070 -0.04233
H 1.47078 -1.35106 0.53927
H 3.26822 -0.12668 -0.90481
H 3.22028 1.60600 -1.00148
H 3.54372 0.78112 0.45558
H -2.34431 -1.79615 1.11447
H -3.29616 -1.58231 -0.52021
H -1.48527 -2.15239 -0.58232
H -1.15152 1.32804 -0.83035
H -1.84164 0.85446 1.92690
```

Multiplicity: 1
HOMO level (alpha / beta), eV: -7.71 / -6.86
Kohn-Sham gap (alpha / beta), eV: 8.30 / 6.93
Largest force on an atom, eV Å⁻¹: 2.83
Net charge: 0

=====

[12]
DFT (ωB97M-V/def2-TZVPD) results for a structure of composition C5H10O2.

Geometry as XYZ:
```
17
C5H10O2, DFT ωB97M-V/def2-TZVPD
C 2.30778 0.32428 -0.70111
C 1.03658 -0.36314 -0.13539
C 0.55323 -0.00568 1.23567
O -0.68088 -0.79352 1.11316
C -1.14251 -0.48807 -0.28152
C -2.39456 0.33559 -0.21600
O -0.08079 0.16659 -0.88547
H 2.52115 0.04931 -1.74002
H 3.20222 0.10183 -0.11176
H 2.20174 1.42931 -0.70302
H 0.42989 -1.52739 0.34229
H 0.24871 1.02407 1.41102
H 1.19655 -0.39970 2.02897
H -1.29155 -1.46446 -0.77535
H -2.21181 1.22811 0.38735
H -2.70986 0.64148 -1.21657
H -3.18590 -0.25862 0.24775
```

Multiplicity: 1
HOMO level, eV: -9.03
Kohn-Sham gap, eV: 10.17
Largest force on an atom, eV Å⁻¹: 4.29
Net charge: 0

=====

Per-record energy above the lowest of the compared OMol25 structures with the same formula, charge and spin, eV: 4.058; 3.219; 1.355; 1.589; 3.189; 2.714; 2.038; 2.829; 2.645; 2.395; 6.084; 4.131